{"formula": "C6H8NO2PS", "method": "ωB97M-V/def2-TZVPD", "orbital_gap_ev": 8.99, "largest_force_ev_per_a": 5.32, "molar_mass_g_mol": 189.2, "de_lowest_ev": 2.000, "smiles": "C#CC1=CO[P@@](=O)(N(C)C)S1", "energy_ev": -32058.66645, "lumo_energy_ev": 0.56, "symbols": ["C", "N", "C", "H", "H", "C", "H", "C", "H", "P", "H", "H", "O", "O", "H", "S", "C", "H", "C"], "xyz": [[-0.29472, -0.02923, 1.77626], [0.95019, 0.40255, 1.17934], [-2.72281, -2.15176, -2.87310], [2.37837, 0.05530, 2.70608], [-0.08653, 0.09595, 2.82513], [-1.09565, -0.50968, -1.72453], [2.81650, 1.29129, 1.63738], [-1.06427, 0.82981, -1.70393], [1.49647, 1.75033, 2.69605], [1.28865, 0.27479, -0.44874], [-1.82476, 1.52180, -2.12420], [-1.11246, 0.47912, 1.36193], [2.67664, 0.54929, -0.79936], [0.01322, 1.52574, -1.31483], [-3.15790, -2.87913, -3.51404], [0.34930, -1.44880, -1.19113], [-2.00598, -1.37763, -2.29997], [-0.45637, -1.26405, 1.64089], [1.85213, 0.88433, 2.17078]]}